Record 1
The following is a DFT calculation (ωB97M-V/def2-TZVPD) of an isolated ion of composition CH6IN4 and charge +1 at a distorted geometry.

Structure (XYZ):
```
12
Properties=species:S:1:pos:R:3:forces:R:3
N -0.18044 2.91305 0.47924 -2.1 3.2 0.0
N 0.42534 1.84307 0.21904 2.1 -1.2 -0.4
N -0.14976 0.74360 0.10470 -2.6 2.1 1.5
C 0.53919 -0.28141 -0.37709 1.9 -2.2 -2.1
N 0.10220 -1.64224 0.27316 -1.1 1.2 0.9
I 2.87692 -0.06973 -0.28800 -1.7 -0.5 0.0
H -1.25149 3.07134 0.41284 2.2 -0.7 0.3
H 0.43964 3.77788 0.45492 -1.3 -1.8 0.1
H 0.30255 -0.42167 -1.46106 0.6 -0.1 0.8
H 0.38888 -1.66105 1.25958 0.7 -0.2 -0.3
H 0.52939 -2.37210 -0.28915 0.1 -0.4 0.3
H -0.94530 -1.80004 0.39372 1.3 0.5 -1.0
```
Forces are in eV/Å.

Computed properties:
Strongest force on any atom (eV Å⁻¹): 3.9
Total energy (eV): -15186.1711
SMILES string: N/N=N/[C@H]([NH3+])I
Total charge: +1
Energy relative to the best compared isomer or geometry (same formula, charge and spin) (kcal/mol): 19.1
HOMO energy (Ha): -0.4885

Record 2
The following is a DFT calculation (ωB97M-V/def2-TZVPD) of one molecule with the formula C2H4N6 at a distorted geometry.

Structure (XYZ):
```
12
Properties=species:S:1:pos:R:3:forces:R:3
H -3.47943 -0.73555 -0.18550 2.0 2.5 0.0
N -2.92084 0.23865 -0.00356 -1.2 -4.2 -0.9
C -1.63567 0.16250 0.03185 -2.7 1.6 2.0
N -0.67133 -0.84259 -0.06608 -6.9 -1.6 -0.3
C 0.44180 -0.40922 -0.05987 5.3 5.0 0.1
N 1.61953 -1.06859 0.03772 -2.6 -0.6 -0.7
N 2.59827 -0.27087 -0.06102 5.2 3.8 2.1
N 2.28533 0.97593 0.06714 -0.2 -2.4 -2.3
N 0.92881 1.01437 -0.05975 -0.2 -3.3 1.0
H -1.48827 1.13659 0.56851 2.0 -0.5 -0.8
H 1.80103 -2.03884 0.18228 -0.2 -0.4 -0.2
H 0.52077 1.83762 -0.45170 -0.4 0.1 0.1
```
Forces are in eV/Å.

Computed properties:
Strongest force on any atom (eV Å⁻¹): 7.3
Total energy (eV): -11075.5353
SMILES string: [H]/N=C\N=c1[nH]nn[nH]1
Total charge: 0
Energy relative to the best compared isomer or geometry (same formula, charge and spin) (kcal/mol): 61.8
HOMO energy (Ha): -0.3346

Record 3
The following is a DFT calculation (ωB97M-V/def2-TZVPD) of a 15-piece molecular cluster, CH29O17 overall at a distorted geometry.

Structure (XYZ):
```
47
Properties=species:S:1:pos:R:3:forces:R:3
C 22.45153 19.36646 1.82283 0.7 -1.0 -0.3
O 22.60257 19.13104 3.01406 2.1 0.2 1.7
O 23.52919 19.48937 0.96306 -1.1 0.7 -0.5
O 21.33443 19.39188 1.32598 -0.9 0.7 -1.7
H 24.39512 19.23490 1.27105 0.5 -0.3 1.1
O 20.30981 21.16996 3.19403 0.4 0.9 0.3
H 20.95562 20.54700 2.81269 -0.4 0.0 0.3
H 20.79694 22.00041 3.36599 -0.1 -0.7 0.2
O 20.08767 22.36248 0.79777 0.2 0.2 0.0
H 19.20040 22.10202 0.58119 -0.9 0.1 -0.6
H 20.15849 21.90096 1.64987 0.2 -0.1 0.3
O 22.55895 17.22994 -0.18233 -0.9 -1.1 0.4
H 22.31626 16.91407 0.70363 0.0 0.1 -0.4
H 22.85885 18.12107 -0.01177 0.0 0.9 -0.5
O 19.43896 17.97878 -0.04510 -0.1 -0.9 -0.2
H 20.23236 18.24767 0.44357 0.1 0.2 0.2
H 19.67218 17.10803 -0.40683 0.0 0.5 0.0
O 22.13615 18.48109 5.47534 0.4 0.1 0.6
H 21.24537 18.22283 5.70109 -0.3 -0.2 0.1
H 22.06705 18.62621 4.51859 -0.1 0.3 -0.1
O 20.16839 18.04833 3.57405 -1.0 -1.4 -0.2
H 20.88554 18.17326 2.94659 0.2 0.5 -0.1
H 19.69327 17.29479 3.17269 0.0 0.6 0.4
O 26.29823 18.47558 1.68263 -1.3 1.7 -0.5
H 26.45058 18.87525 2.53072 0.1 0.1 0.7
H 26.84814 17.73385 1.58976 0.9 -1.8 0.1
O 20.44356 20.38373 -1.11685 0.0 1.1 -1.0
H 20.31454 19.46213 -0.91434 -0.3 -0.4 0.4
H 20.42225 20.92064 -0.30702 0.2 -0.4 -0.1
O 26.41029 18.45188 -1.07825 -1.3 1.5 -0.1
H 26.56645 18.74037 -0.18154 -0.3 0.4 0.5
H 27.08249 17.82990 -1.18997 1.5 -1.8 -0.7
O 24.06908 20.89925 4.70121 0.5 1.5 2.1
H 23.50656 20.28467 4.26356 -0.9 -1.0 -0.7
H 23.64739 21.07197 5.58400 0.6 -0.5 -1.4
O 24.19743 17.00628 4.30402 0.1 -0.1 0.2
H 23.57961 17.60722 4.73952 -0.4 0.6 -0.4
H 24.29429 16.44436 5.06815 0.6 -0.9 0.2
O 22.94681 19.67978 -1.92982 1.8 -1.4 -0.9
H 22.15984 20.16463 -1.78650 -1.7 1.1 0.6
H 23.68860 20.16030 -1.57151 0.0 0.2 0.1
O 23.23100 22.40293 0.33467 -0.5 1.3 0.3
H 24.02225 22.10114 -0.06540 1.3 -0.2 -0.6
H 22.78667 21.58876 0.50673 -0.8 -0.9 0.2
O 24.82359 16.00992 0.07227 0.3 -2.1 1.4
H 24.16661 15.62139 0.69804 1.0 -0.1 -0.8
H 24.46508 16.87647 0.07752 -0.3 1.5 -0.8
```
Forces are in eV/Å.

Computed properties:
Strongest force on any atom (eV Å⁻¹): 2.7
Total energy (eV): -36318.8129
Total charge: -1
Energy relative to the best compared isomer or geometry (same formula, charge and spin) (kcal/mol): 20.0
HOMO energy (Ha): -0.2610

Record 4
The following is a DFT calculation (ωB97M-V/def2-TZVPD) of one molecule with the formula C17H19N3O5 at a distorted geometry.

Structure (XYZ):
```
44
Properties=species:S:1:pos:R:3:forces:R:3
O -2.24768 0.97783 1.84419 -0.2 0.1 -0.1
C -1.07664 0.66228 1.82616 0.2 -0.1 0.2
N -0.63649 -0.55466 1.41738 0.3 -0.3 0.1
C -1.52904 -1.46118 0.74264 -0.3 0.0 -0.2
C -1.60278 -1.26246 -0.79546 -0.2 0.1 0.2
C -1.46202 0.18595 -1.16977 0.8 -0.1 0.2
C -0.44587 1.09588 -1.06860 -0.3 -0.5 -0.2
C -0.95423 2.31830 -1.57172 -0.5 0.1 -0.2
C -2.23718 2.06311 -1.93928 0.5 0.7 0.0
O -2.54801 0.78053 -1.70492 -0.4 -0.3 -0.1
N -0.71490 -2.18473 -1.49443 -0.1 0.0 -0.1
C -0.97498 -2.22540 -2.92556 0.2 -0.3 -0.2
C -0.19978 -3.39381 -3.53497 -0.4 0.2 -0.1
O 1.18280 -3.26940 -3.30167 0.1 0.1 -0.1
C 1.44014 -3.19939 -1.92161 0.1 0.2 0.4
C 0.71051 -2.01726 -1.27582 0.1 -0.3 -0.2
C -0.00059 1.60066 2.28114 0.1 0.3 0.1
C -0.22686 2.96667 2.11891 0.0 -0.1 0.0
C 0.72157 3.89596 2.51105 -0.1 -0.1 0.0
C 1.90744 3.47426 3.08476 0.3 -0.2 0.1
C 2.12304 2.11274 3.25915 -1.0 0.4 -0.5
N 3.35481 1.65935 3.86113 0.4 -0.2 0.2
O 3.55038 0.46292 3.90035 0.1 -0.3 0.1
O 4.11858 2.49942 4.28212 0.2 0.2 0.1
C 1.18265 1.17055 2.86314 0.1 0.0 0.0
H 0.35366 -0.69548 1.29767 -0.1 0.1 0.1
H -2.51939 -1.27116 1.16127 0.1 -0.1 -0.1
H -1.23557 -2.49157 0.94858 -0.1 0.0 0.0
H -2.61471 -1.55542 -1.10053 0.1 0.1 0.1
H 0.54449 0.93859 -0.69107 0.1 -0.1 0.1
H -0.43010 3.24920 -1.64277 0.0 0.2 -0.1
H -2.99995 2.68460 -2.36386 -0.2 0.0 -0.1
H -2.04366 -2.37444 -3.08977 0.0 0.0 0.0
H -0.66651 -1.28928 -3.42112 -0.1 0.0 0.0
H -0.32840 -3.41902 -4.61806 -0.1 0.0 0.1
H -0.56808 -4.33427 -3.09832 0.0 0.1 -0.1
H 2.52062 -3.08904 -1.81464 -0.1 0.0 0.1
H 1.11504 -4.13036 -1.43270 0.1 0.1 0.0
H 0.92176 -2.02320 -0.20625 0.1 0.0 0.0
H 1.09015 -1.08368 -1.72201 0.0 0.0 0.1
H -1.16278 3.27714 1.67968 -0.1 0.0 0.0
H 0.53576 4.94963 2.37330 0.0 0.1 0.0
H 2.66560 4.17323 3.40324 0.0 0.0 0.0
H 1.38720 0.12641 3.04906 0.0 0.0 0.0
```
Forces are in eV/Å.

Computed properties:
Strongest force on any atom (eV Å⁻¹): 1.3
Total energy (eV): -32641.8142
SMILES string: O=C(NC[C@@H](c1ccco1)N1CCOCC1)c1cccc([N+](=O)[O-])c1
Total charge: 0
Energy relative to the best compared isomer or geometry (same formula, charge and spin) (kcal/mol): 139.3
HOMO energy (Ha): -0.3218

Record 5
The following is a DFT calculation (ωB97M-V/def2-TZVPD) of C5H17IN2W as an isolated structure at a distorted geometry.

Structure (XYZ):
```
26
Properties=species:S:1:pos:R:3:forces:R:3
C 3.58090 0.82678 2.09220 -3.4 -2.6 3.0
C 3.52914 1.99243 1.28284 -0.7 3.0 -4.4
H 3.49963 1.07661 3.15778 1.0 -0.6 0.0
H 3.98350 -0.16032 1.85331 1.4 0.9 -0.1
H 2.53299 0.50866 1.89434 -0.1 -0.5 1.0
H 2.68393 1.81816 0.61886 0.2 -0.6 -1.6
H 2.92177 2.88302 1.55960 1.7 0.0 1.4
H 4.36299 2.19782 0.59499 -0.1 0.5 0.7
W -0.59713 -0.25590 -0.42744 3.2 1.7 2.7
C 1.07269 -1.05530 -1.41207 -0.5 0.4 0.6
H 0.91702 -0.49970 -2.36368 0.2 -0.2 0.0
H 0.77563 -2.12359 -1.53360 0.2 0.4 -0.1
H 2.13850 -0.99880 -1.13295 -0.5 0.1 0.0
I -1.01662 1.34922 1.97481 0.7 -1.2 -2.0
N -1.72242 -1.68757 0.49747 -0.8 -0.5 0.1
C -2.75012 -1.43277 -0.57339 -2.1 -0.9 0.0
C -3.03724 0.07425 -0.85995 -2.9 -0.2 -0.7
N -1.93926 0.73540 -1.59920 0.4 0.8 -0.5
H -1.32863 -2.59253 0.33967 0.4 -1.1 -0.1
H -2.09421 -1.73842 1.46906 0.3 0.7 -0.7
H -2.56262 -2.04024 -1.50196 0.4 0.7 0.8
H -3.70595 -1.86596 -0.23035 0.1 0.3 0.0
H -3.91722 0.09929 -1.53607 0.3 -0.4 0.3
H -3.43570 0.65041 0.01241 1.1 -0.4 -0.5
H -1.86500 0.48428 -2.58921 -0.5 -0.2 0.0
H -2.02659 1.75477 -1.58747 0.2 0.1 0.3
```
Forces are in eV/Å.

Computed properties:
Strongest force on any atom (eV Å⁻¹): 5.4
Total energy (eV): -18345.2382
Multiplicity: 3
Expectation value of S²: 2.053
Total charge: +2
HOMO energy (spin up / spin down) (Ha): -0.5583 / -0.5583

Record 6
The following is a DFT calculation (ωB97M-V/def2-TZVPD) of a 2-piece molecular cluster, C19H27F13N4OP overall at a distorted geometry.

Structure (XYZ):
```
65
Properties=species:S:1:pos:R:3:forces:R:3
F -0.36524 -0.02218 -5.22536 3.1 0.4 2.1
C 0.82791 0.11163 -4.43623 -1.5 0.1 -2.9
F 1.12382 1.49655 -4.43840 -0.2 -3.6 0.2
F 1.79738 -0.67559 -5.11764 -2.2 2.5 2.2
C 0.44199 -0.47089 -2.97929 -1.9 -2.0 -1.1
F 0.26273 -1.88643 -3.18110 0.5 3.4 0.4
F -0.83346 0.03829 -2.66456 3.2 -0.8 -0.2
C 1.57092 -0.31107 -1.86077 1.8 -2.0 0.4
F 1.87655 -1.61802 -1.34050 -0.7 3.3 -1.1
F 2.76510 0.12727 -2.54929 -2.6 -0.6 1.8
C 1.20389 0.59115 -0.59073 -2.7 -0.4 -0.4
F 0.05747 -0.02382 0.02991 2.8 1.5 -1.8
F 0.74134 1.83480 -1.09371 1.5 -2.2 1.2
C 2.31811 0.66764 0.55232 0.5 -1.6 2.6
F 1.92419 -0.25546 1.58692 0.9 2.1 -2.8
F 3.62287 0.20875 0.15445 -2.8 1.1 0.2
C 2.52917 2.07409 1.28303 0.8 1.2 2.7
F 2.95936 1.73393 2.62800 -0.9 0.6 -2.9
F 1.32024 2.81840 1.50286 2.7 -2.0 -1.2
C 3.73096 2.97279 0.70780 -0.1 0.4 -0.1
C 3.77432 3.11843 -0.88890 1.3 0.5 -0.6
C 5.26443 2.94641 -1.51697 2.7 0.0 -1.4
C 5.75725 3.99449 -2.56385 3.1 -3.0 0.5
C 7.16963 3.79950 -3.20719 -1.0 -3.1 2.6
C 8.03428 2.55502 -2.79081 -3.1 1.6 0.7
N 7.52700 1.63502 -1.79401 -2.1 2.8 -1.2
C 6.21678 1.78083 -1.17380 -0.1 2.2 -1.6
H 4.75463 2.57811 1.06770 -2.0 0.3 -0.3
H 3.61198 4.02918 1.16449 0.1 -1.9 -0.6
H 3.49461 4.21573 -1.12800 0.1 -2.1 0.1
H 3.13461 2.36497 -1.46874 0.7 1.3 0.9
H 5.15256 4.90332 -2.91005 0.8 -1.6 0.8
H 7.59540 4.49674 -4.00264 -0.8 -1.1 1.4
H 9.06219 2.33384 -3.24637 -1.8 0.3 0.9
H 8.09670 0.80640 -1.53338 -0.6 0.9 -0.3
H 5.92762 0.97185 -0.41758 0.5 1.3 -1.3
O -6.25519 -1.53152 3.06588 0.9 4.0 0.9
P -4.83334 -1.36605 2.49232 -0.5 -7.5 -2.1
N -5.33343 -1.70090 0.90548 -0.8 -0.4 -1.6
C -5.16490 -2.85514 0.05374 0.0 -0.3 0.1
C -6.09968 -0.66068 0.23193 0.2 0.4 0.4
N -4.17349 -2.65730 3.41999 0.5 -0.8 1.8
C -4.06910 -4.04003 2.98128 0.3 0.0 -0.5
C -4.62860 -2.67114 4.81909 -0.5 0.2 -0.1
N -3.17806 -1.09573 1.87140 1.0 4.3 2.0
C -2.87531 0.33319 1.76144 0.0 -0.2 0.1
C -2.39074 -1.82624 0.90441 -0.8 -0.4 -0.4
H -4.62016 -2.59627 -0.85832 0.1 0.0 -0.2
H -6.13390 -3.26241 -0.25771 -0.1 0.0 0.0
H -4.63026 -3.67677 0.52107 0.0 0.1 0.1
H -5.43398 0.01053 -0.32317 -0.1 0.1 -0.2
H -6.66278 -0.05578 0.94833 0.0 -0.1 0.0
H -6.83473 -1.07218 -0.46658 0.1 -0.1 0.1
H -4.99648 -4.40338 2.53042 -0.1 -0.2 0.0
H -3.82928 -4.71308 3.81123 -0.1 0.4 0.1
H -3.23691 -4.18188 2.29114 -0.1 0.0 -0.3
H -5.60545 -3.16392 4.91846 0.0 0.1 0.1
H -4.71911 -1.65578 5.21239 -0.1 -0.1 -0.1
H -3.91362 -3.19510 5.46012 0.1 0.0 -0.3
H -3.27163 0.75210 0.82724 0.1 0.2 -0.1
H -1.79724 0.51999 1.79976 0.0 -0.1 -0.1
H -3.32421 0.88630 2.59345 0.0 0.0 0.0
H -2.54828 -1.45836 -0.11492 0.0 0.0 -0.2
H -2.56100 -2.89741 0.90169 -0.2 0.0 0.1
H -1.32840 -1.70668 1.14082 -0.1 0.2 0.2
```
Forces are in eV/Å.

Computed properties:
Strongest force on any atom (eV Å⁻¹): 7.8
Total energy (eV): -72747.9748
Total charge: +1
HOMO energy (Ha): -0.3148

Which of these has the highest strongest force on any atom? C19H27F13N4OP

Number 3 is which compound? CH29O17